Entry from OMol25: 2 unconnected molecules or ions with the total composition C19H24N2O4 at a distorted geometry (ωB97M-V/def2-TZVPD).

Summary:
energy above the lowest of the compared OMol25 structures with the same formula, charge and spin = 1.370 eV
total energy = -31263.2183 eV
HOMO-LUMO gap = 8.9431 eV
SMILES = Cc1ccc(Oc2ccccc2)c(O)c1.CNC(=O)[C@H](C)NC(C)=O

The geometry in ORCA input format:
```
! RIJCOSX wB97M-V def2-TZVPD def2/J DEFGRID3
* xyz 0 1
C 3.644 3.093 -4.496
C 0.280 -3.069 0.878
H -4.294 -5.640 1.725
H 1.757 7.323 -1.077
O -1.909 -2.041 0.353
C 2.344 2.649 -2.436
H 2.787 5.933 -1.480
H -5.202 -5.746 4.009
O -0.170 6.296 -2.219
H -0.254 3.925 -2.211
C 1.652 -3.142 0.607
H 3.951 3.967 -5.073
H -0.130 -3.714 1.647
C -3.715 -4.340 3.351
H 1.858 5.953 0.046
H -3.620 -5.909 4.803
H 2.279 -3.830 1.166
H -4.708 -4.572 5.245
C -4.350 -5.192 4.416
H 2.624 4.479 -3.239
C -2.434 -2.370 2.704
H 3.274 -2.391 -0.603
H -1.808 -1.102 4.027
H 1.831 -0.829 -1.877
N 0.578 4.267 -1.755
H -0.599 -0.688 -1.374
C -3.177 -3.944 1.017
H 1.450 1.503 -0.009
C -3.778 -4.727 2.007
C 1.529 3.260 -1.272
C 1.400 -1.450 -1.098
C -0.550 -2.176 0.169
O 2.490 1.437 -2.548
H -3.224 -4.242 -0.026
N 2.836 3.499 -3.347
C 0.678 5.594 -1.698
H 2.255 3.729 -0.609
C 0.032 -1.373 -0.817
H 0.243 2.741 0.394
H 0.027 1.719 -1.045
H 4.531 2.560 -4.150
C 1.859 6.241 -1.003
O -1.778 -1.222 3.068
C 0.759 2.237 -0.425
C 2.212 -2.333 -0.383
H 3.066 2.422 -5.135
H -2.989 -2.856 4.729
C -2.495 -2.771 1.356
C -3.041 -3.159 3.689
*
```

---

Entry from OMol25: C4H4OS in the gas phase at a distorted geometry (ωB97M-V/def2-TZVPD).

Summary:
energy above the lowest of the compared OMol25 structures with the same formula, charge and spin = 5.508 eV
total energy = -17089.6375 eV
HOMO-LUMO gap (alpha / beta) = 6.8546 / 8.6784 eV

The geometry in ORCA input format:
```
! RIJCOSX wB97M-V def2-TZVPD def2/J DEFGRID3
* xyz 0 1
C 0.820 0.197 0.649
H 1.368 -0.671 0.307
C -0.468 0.462 -0.075
S 1.150 4.020 4.042
O 1.126 1.972 2.305
C 1.503 2.738 3.194
H -1.001 1.313 0.341
H -0.253 0.655 -1.126
H -1.101 -0.422 -0.022
C 1.406 0.891 1.618
*
```

---

Entry from OMol25: a molecular structure, C49H125AgF3N7O17 at a distorted geometry (ωB97M-V/def2-TZVPD).

Summary:
energy above the lowest of the compared OMol25 structures with the same formula, charge and spin = 9.251 eV
total energy = -110149.2610 eV
HOMO-LUMO gap = 1.4043 eV

The geometry in ORCA input format:
```
! RIJCOSX wB97M-V def2-TZVPD def2/J DEFGRID3
* xyz 6 1
C -0.800 -2.926 -4.044
H -4.187 2.474 0.974
H -2.655 3.370 0.693
H 2.285 -6.036 2.552
C -1.204 3.533 4.487
H -0.811 4.770 -3.721
H -1.736 3.313 5.412
C 4.001 2.766 2.336
C 1.301 4.129 -3.662
H -0.097 4.224 -1.368
O -0.515 2.325 -0.860
H -5.732 2.448 -7.570
O 2.464 4.753 -3.029
C -5.271 -0.579 4.660
H 0.134 0.049 -2.133
H 4.308 -0.149 -2.837
H -4.948 6.947 0.987
N -4.739 -1.774 3.894
C 1.113 -2.990 1.287
H 4.779 2.863 1.579
H 1.586 4.116 -4.714
H 4.118 -6.575 5.965
H 4.193 -5.108 4.951
H -1.783 5.133 -0.627
H -4.962 -0.280 -5.348
H -5.746 2.792 -5.887
H -4.957 -1.020 -2.675
H 1.971 5.768 1.819
H 6.829 -4.257 2.108
H -3.154 -3.552 2.527
H 7.177 -0.922 5.929
C 4.868 -0.926 -3.356
H -0.649 -2.625 -9.488
H 1.847 -7.839 4.697
H -7.930 -0.281 6.909
H -0.559 4.370 4.753
H 1.809 0.006 -1.620
H -2.942 -1.814 -1.311
C -2.489 -0.840 -1.497
C -6.645 -0.011 -7.556
H -1.456 6.433 -1.869
H -3.793 2.972 3.404
C 6.117 -1.276 -0.095
H -0.322 -7.149 1.577
H 8.707 -1.713 3.509
C 0.610 2.171 5.041
C 8.029 -2.141 4.248
H -7.157 0.532 -8.351
H -1.429 4.327 2.389
H -3.494 0.163 -4.599
C -5.609 1.975 -6.596
H -1.479 -1.135 -1.778
H -4.698 4.688 0.221
H 0.269 -0.242 0.577
H 4.414 4.416 -2.783
H -1.242 -3.808 -7.175
H -3.623 2.202 -5.675
O -3.581 5.741 1.614
H -0.723 -3.562 -3.162
H 5.802 -0.654 -3.847
H 5.726 -2.232 0.250
N -4.385 0.459 -4.971
H -3.743 0.852 -6.863
C -2.111 -2.934 -4.837
O -6.509 0.828 -6.443
O 4.288 1.771 3.350
H -2.957 -2.123 -6.555
H 3.076 2.495 1.828
O -5.944 -0.033 6.852
C 5.118 -2.006 -2.295
H -2.550 4.851 3.737
C -4.274 1.453 -6.125
H -2.188 -3.077 -9.077
N 1.741 -6.721 2.047
H 4.731 2.765 5.167
C 5.170 -0.091 0.301
O 6.895 -2.698 3.607
H 6.385 1.276 6.053
H -2.583 2.141 2.887
H -2.742 -0.133 3.297
H -2.990 -2.683 -4.243
C -1.972 4.042 3.290
N 6.840 0.191 4.182
H -0.067 1.283 1.424
H -0.702 -1.912 -3.656
H 4.112 -1.209 -4.089
H -2.305 -3.968 -5.125
H 0.015 -6.438 3.221
H -1.590 -3.096 2.991
H -6.041 -0.204 3.985
C -1.310 -0.426 -10.048
H 1.702 4.537 0.679
C 0.265 -6.440 2.160
H 1.306 -8.766 2.351
H 8.324 -3.434 2.118
H 6.376 -0.036 3.314
H 4.166 -2.354 -1.893
O 7.420 -1.256 0.357
C 1.549 -2.707 -4.146
H 0.079 -2.645 1.303
H 0.395 7.341 -0.315
H 3.330 -8.725 4.328
F 4.995 0.117 1.618
H 1.850 -3.215 -3.229
C -5.530 -1.159 6.036
C -1.397 -2.415 -8.724
C -1.090 5.888 -0.999
H 8.584 -0.320 5.269
H 4.079 3.749 2.799
H 1.543 0.758 1.236
C 0.150 5.087 -3.315
O 6.259 -1.414 -1.511
O -2.642 -1.707 2.011
H 0.073 -2.630 -7.007
H 7.981 -4.529 3.393
C -5.026 0.961 -3.644
Ag -1.682 1.727 -2.840
C 3.479 3.860 -2.864
H -1.818 -1.198 -6.107
H -4.635 -1.593 2.906
H -0.006 -5.282 0.486
H 2.734 -5.478 5.659
C 1.472 5.586 0.868
C 7.670 -0.830 4.962
C 0.094 -5.059 1.548
H 2.451 -2.886 -4.731
C -3.569 3.317 1.283
H -2.185 0.252 1.526
C 0.566 1.529 -0.597
F 5.506 1.029 -0.313
C 0.961 0.670 -1.787
O 1.126 -4.253 2.044
H 5.960 2.787 4.002
H -7.358 0.762 5.605
N 0.037 5.152 -1.743
H 0.318 6.095 -3.695
H 8.463 -2.765 5.030
H 7.475 0.853 3.760
C -3.425 -2.377 4.268
H -4.800 0.371 -1.558
O 3.334 -6.649 3.985
H 5.509 -2.844 -2.872
O -3.119 -0.082 -2.594
H 1.205 1.258 5.031
H 5.132 0.276 5.377
C 0.591 0.791 0.707
C -0.347 6.647 0.080
C 7.521 -3.752 2.783
N -3.045 3.025 2.727
H -4.429 0.113 4.705
C 5.169 2.143 4.387
H 0.184 2.066 6.039
H -6.099 1.144 -3.699
H -7.059 -0.995 -7.334
C -4.533 -0.026 -2.537
H 1.937 -6.599 1.063
H 1.333 1.168 -2.681
H 2.874 -8.390 1.903
H -5.720 -0.242 -8.083
H 3.473 3.299 -1.929
H -6.308 -1.922 6.059
H -1.170 -0.581 2.624
H 1.343 2.976 4.995
H -0.318 -0.764 -10.346
H -3.580 -3.346 4.742
H -5.073 4.528 2.057
C 2.716 -7.871 4.040
H -3.759 7.744 2.205
H 2.021 6.087 0.071
H -7.372 1.367 7.192
H -5.412 -2.522 3.982
C 5.891 1.015 5.118
O -1.634 -1.030 -8.772
H -1.366 0.657 -9.939
H -4.661 -1.599 6.526
O 0.381 -3.203 -4.842
C -2.221 -0.419 2.384
H 1.070 3.145 -3.254
H 0.872 5.508 -1.299
C -7.173 0.453 6.634
H 3.603 3.110 -3.645
C 2.120 -8.098 2.633
H -4.445 1.840 -3.362
C -4.376 6.894 1.913
H 1.337 -3.076 0.224
H -2.884 -1.838 5.046
H 1.494 -1.652 -3.878
O -0.457 2.354 3.998
C -2.616 -2.728 2.995
H -2.475 -0.149 -0.654
O 0.090 5.787 1.042
H -0.860 -4.694 1.929
H -5.032 6.708 2.763
C -0.968 -2.761 -7.304
N -1.993 -2.181 -6.261
C 3.594 -5.980 5.216
H -2.159 -0.633 -10.699
H 1.712 -2.216 1.766
C -4.346 4.620 1.250
H -1.132 7.196 0.600
H 1.373 2.261 -0.633
F 3.941 -0.298 -0.081
*
```